No. 1
Entry from the Open Molecules 2025 dataset: a 10-piece molecular cluster, C21H61NO10S9 overall in a non-equilibrium geometry (the ωB97M-V functional and the def2-TZVPD basis).

Structure (XYZ):
```
102
Properties=species:S:1:pos:R:3:forces:R:3
C 16.28786 8.65672 -15.23073 0.3 0.3 -0.4
C 17.51299 9.49091 -14.93775 0.3 0.6 0.5
O 18.13095 9.39721 -13.88087 0.4 -0.3 0.3
N 17.85554 10.41347 -15.87164 -0.8 -0.8 -0.3
C 19.05830 11.22121 -15.89109 -0.2 0.2 0.2
H 16.43122 8.19872 -16.21088 -0.4 0.0 0.0
H 15.45935 9.36479 -15.28955 -0.3 -0.3 -0.2
H 16.08652 7.88866 -14.48837 0.2 0.2 0.2
H 17.19205 10.47977 -16.63074 0.2 0.0 -0.3
H 18.97595 11.94228 -16.70152 -0.1 0.1 0.5
H 19.97113 10.66141 -16.10090 -0.1 -0.3 0.2
H 19.16816 11.73367 -14.93690 0.2 0.1 -0.2
C 22.01366 14.95604 -14.39607 -0.1 0.2 -0.2
S 20.42033 15.24544 -15.28175 0.1 -1.6 0.1
O 20.30257 14.14734 -16.33910 0.4 1.2 0.8
C 19.32061 14.65766 -13.96250 0.1 -0.4 0.1
H 22.09784 13.94287 -14.00210 -0.2 -0.1 -0.2
H 22.18184 15.66192 -13.58164 -0.4 0.1 0.0
H 22.80303 15.15981 -15.11956 -0.1 -0.2 -0.2
H 19.56713 13.62446 -13.71596 0.3 0.2 -0.5
H 18.29178 14.63447 -14.31824 0.1 0.4 -0.1
H 19.41107 15.20420 -13.02372 -0.1 0.4 -0.2
C 12.89148 4.85341 -14.20040 0.3 0.7 -0.9
S 14.01368 5.76024 -15.42767 -1.3 -1.0 -0.9
O 14.15393 4.94750 -16.69268 0.0 0.5 1.2
C 12.75603 7.04975 -15.80782 0.7 0.1 0.5
H 11.91617 4.68454 -14.65638 0.1 0.0 -0.2
H 12.76455 5.57384 -13.39198 0.1 -0.2 0.2
H 13.31760 3.90430 -13.87950 0.3 0.2 0.0
H 13.24768 7.87990 -16.31437 0.2 -0.1 -0.1
H 12.42184 7.40417 -14.83219 -0.3 0.1 -0.1
H 11.95042 6.67871 -16.43846 0.1 -0.3 0.2
C 18.17529 2.34579 -13.61730 -0.4 0.2 0.0
S 16.48385 2.99583 -14.04145 -0.4 -1.0 1.7
O 15.48562 1.99731 -13.44114 1.3 1.6 -0.7
C 16.57276 4.45279 -12.87908 0.4 -0.2 -0.1
H 18.93912 3.07613 -13.88624 -0.1 -0.1 -0.5
H 18.27125 1.39981 -14.14720 0.1 0.2 -0.2
H 18.35093 2.15493 -12.55795 -0.7 0.0 0.1
H 15.58903 4.70938 -12.48951 -0.1 -0.5 0.0
H 16.95833 5.36920 -13.32891 0.0 -0.2 -0.5
H 17.27416 4.19144 -12.08764 -0.3 -0.1 0.2
C 19.35369 12.60230 -18.90101 -1.1 0.5 -0.3
S 18.87921 12.98022 -20.65406 0.9 -0.2 0.0
O 17.46539 13.51090 -20.72249 1.7 0.0 0.7
C 20.13876 14.36401 -20.89436 -0.8 -0.9 0.0
H 20.39100 12.43938 -18.61251 0.2 0.0 -0.8
H 18.78874 11.70620 -18.64736 -0.1 0.2 -0.1
H 19.02545 13.46210 -18.31567 -0.2 -0.1 0.1
H 19.64404 14.87640 -21.71826 0.3 0.7 0.3
H 21.10374 13.99834 -21.24695 -0.2 -0.5 -0.1
H 20.35734 14.89685 -19.97041 -0.6 0.4 -0.1
C 20.68257 9.67228 -11.56611 0.1 0.2 0.7
S 21.21430 11.43038 -11.82163 -1.0 -1.0 -0.7
O 21.72880 11.49858 -13.23074 0.1 0.2 0.3
C 19.49918 12.00961 -11.90394 -0.4 0.2 0.6
H 21.52256 9.03808 -11.28406 0.3 0.2 -0.4
H 20.13187 9.28318 -12.42088 0.2 0.3 -0.2
H 20.01144 9.61630 -10.70718 -0.1 0.3 0.0
H 19.35563 13.08872 -11.94490 0.6 -0.1 0.1
H 18.98434 11.70962 -10.98995 0.1 -0.2 0.0
H 18.98188 11.56730 -12.75545 0.2 -0.3 0.0
C 16.93669 7.36823 -20.15642 0.9 -0.1 0.6
S 17.09311 9.01503 -19.38444 -0.1 -0.3 0.4
O 16.11085 9.08262 -18.25071 0.3 0.1 -0.1
C 18.74973 8.74686 -18.64922 0.3 0.2 -1.1
H 15.94649 7.11762 -20.52993 0.1 0.7 -0.3
H 17.18568 6.55273 -19.47422 0.0 0.3 0.4
H 17.75095 7.39420 -20.88226 -0.4 -0.2 -0.5
H 18.78145 7.77244 -18.16558 0.1 0.2 0.4
H 19.11107 9.61024 -18.09102 -0.7 -0.2 0.7
H 19.51745 8.79971 -19.42614 -0.3 -0.5 -0.5
C 19.61321 6.08689 -14.97158 -0.1 -0.1 -0.5
S 20.92493 6.66697 -13.85496 0.1 0.9 -0.4
O 22.16307 5.87413 -14.11550 -0.5 -0.1 0.0
C 21.16319 8.23704 -14.78250 0.3 -0.1 0.6
H 18.90974 6.87506 -15.24198 0.1 0.3 0.3
H 19.02477 5.26893 -14.55848 0.3 -0.1 0.2
H 20.10576 5.77249 -15.89284 0.1 -0.2 0.1
H 20.31825 8.91594 -14.67696 -0.3 -0.4 -0.3
H 21.43316 7.95375 -15.79966 -0.2 0.1 -0.1
H 21.98938 8.79614 -14.34095 0.2 -0.3 0.1
C 15.46161 11.58546 -12.16671 -0.8 -0.8 0.0
S 16.29906 12.72066 -11.02984 0.1 0.1 -1.8
O 16.89580 13.71644 -12.02622 -0.7 -0.6 1.6
C 14.76487 13.36277 -10.28998 0.4 0.4 -0.2
H 14.73720 10.91990 -11.69162 0.2 0.0 0.5
H 16.15615 10.93748 -12.70107 0.4 0.3 0.2
H 14.84875 12.11598 -12.89678 0.4 0.6 0.0
H 14.19272 13.77871 -11.11832 -0.2 0.1 0.2
H 15.02910 14.11752 -9.55011 0.1 0.2 -0.2
H 14.22478 12.58572 -9.75037 0.1 -0.2 -0.3
C 22.87305 11.81374 -17.16973 0.5 0.4 0.2
S 23.13926 10.15471 -17.90833 -1.3 0.2 0.1
O 21.82439 9.78787 -18.56696 0.6 0.1 0.5
C 24.20219 10.56870 -19.30047 0.2 0.8 1.1
H 22.18807 11.75363 -16.32339 -0.2 -0.4 -0.1
H 22.50567 12.60195 -17.82812 -0.1 -0.4 -0.4
H 23.79343 12.21562 -16.74065 0.3 -0.4 -0.1
H 23.48074 10.94276 -20.02446 0.4 -0.2 -0.4
H 24.83968 9.72544 -19.55521 -0.5 -0.1 -0.4
H 24.86841 11.35179 -18.93413 0.0 0.2 -0.3
```
Forces are in eV/Å.

LUMO energy: 0.11 eV
energy relative to the best compared isomer or geometry (same formula, charge and spin): 0.0000 eV

Results of the Mulliken charge analysis, in e, for atoms 1 through 5: C -1.234; C 0.115; O -0.608; N 0.263; C 0.606


No. 2
Entry from the Open Molecules 2025 dataset: a 9-piece molecular cluster, C21H62BF4N10O8 overall in a non-equilibrium geometry (the ωB97M-V functional and the def2-TZVPD basis).

Structure (XYZ):
```
106
Properties=species:S:1:pos:R:3:forces:R:3
B -0.45487 -0.04069 -0.49915 1.3 1.9 -0.5
F -1.80759 -0.03637 -0.26450 -0.5 -1.2 0.1
F 0.03406 1.14260 0.10562 0.3 -0.3 0.7
F 0.30708 -1.16627 -0.09714 -0.9 -0.3 0.6
F -0.10216 0.11377 -1.84166 -0.4 -0.2 -1.2
C 3.26153 1.09075 -1.39287 0.5 1.4 -1.8
C 3.78858 0.84494 -0.04566 -0.3 -1.1 0.9
C 3.71544 2.06879 0.83554 1.5 1.3 1.4
O 4.93296 2.88824 0.72267 -1.0 -0.8 -1.1
C 5.02529 4.00965 1.57791 0.4 -0.9 0.1
N 3.01438 -0.30692 0.47620 0.1 0.4 1.1
H 3.63792 0.31511 -2.06078 -0.2 0.1 -0.3
H 3.60517 2.08153 -1.70630 0.4 -0.2 -0.5
H 2.17936 1.20038 -1.47805 0.1 -0.7 0.5
H 4.83138 0.52282 -0.07223 0.1 0.3 -0.2
H 3.69843 1.82570 1.90078 -0.4 -0.4 0.1
H 2.85923 2.71183 0.61736 -0.2 0.0 -0.2
H 4.09860 4.57454 1.68863 0.0 0.1 -0.2
H 5.85440 4.58263 1.16364 -0.3 0.4 0.0
H 5.34587 3.67035 2.56687 -0.2 0.1 0.3
H 2.31223 -0.58207 -0.19737 0.1 0.0 -0.1
H 2.46561 0.05426 1.24952 -0.1 -0.3 0.2
C 0.56476 3.29510 -2.31808 0.2 -1.3 0.3
C -0.21753 4.40909 -1.66042 0.5 0.9 -0.6
C 0.68043 5.24803 -0.72874 0.3 0.2 -0.8
O 0.05279 6.49088 -0.42566 0.6 -0.5 1.2
C 0.85633 7.36109 0.36843 -0.5 0.3 -0.3
N -0.64363 5.32626 -2.73344 0.1 0.1 -0.2
H 1.17661 2.65267 -1.68199 -0.4 0.5 0.6
H 1.29056 3.60534 -3.07205 -0.4 0.4 -0.3
H -0.15158 2.58406 -2.72941 0.1 0.2 -0.5
H -1.17395 4.03300 -1.29678 0.4 -0.1 0.9
H 1.52177 5.56572 -1.35624 0.4 -0.5 -0.2
H 1.13845 4.72783 0.11566 -0.6 0.0 0.4
H 0.26271 8.27223 0.30655 0.4 0.2 0.6
H 1.87422 7.57516 0.02813 -0.1 -0.2 -0.9
H 1.06151 7.03496 1.39056 -0.8 -0.3 0.2
H 0.20402 5.54318 -3.24755 0.0 0.1 -0.3
H -0.85789 6.19309 -2.25507 -0.4 0.2 -0.2
C -1.26985 -4.57558 0.21916 -0.4 -0.2 2.0
C -0.08451 -4.58848 1.17054 1.3 -0.8 -0.4
C 0.32497 -6.04189 1.58332 -0.3 1.6 -0.5
O 1.53242 -5.91235 2.27065 1.9 -0.6 0.8
C 2.05766 -7.09226 2.92982 -1.8 0.7 0.5
N 1.08478 -3.95865 0.44917 -0.8 -1.5 0.5
H -0.92820 -4.96728 -0.73558 -0.3 0.8 -0.3
H -1.67692 -3.57181 0.34565 0.0 0.2 -1.3
H -2.08360 -5.20952 0.58203 0.0 -0.3 0.1
H -0.08769 -4.02262 2.10415 -1.2 -0.1 0.1
H 0.48450 -6.58943 0.65049 -0.3 -0.6 0.1
H -0.44568 -6.41515 2.26082 -0.2 -0.4 -0.3
H 3.14183 -7.16696 2.97273 0.0 0.2 -0.8
H 1.52866 -7.96866 2.55380 0.6 -0.2 -0.4
H 1.74436 -7.04129 3.97627 0.0 0.1 0.2
H 1.06113 -2.98890 0.73020 0.6 0.1 -0.2
H 1.78684 -4.48531 0.95802 1.1 1.0 -0.3
C -6.65706 -1.17392 -1.52929 0.7 0.1 -0.3
C -5.67762 -1.45851 -0.37688 -1.5 1.0 0.6
C -5.25677 -0.14544 0.37256 1.1 -1.1 0.0
O -6.24924 0.45768 1.14122 -1.8 0.6 0.3
C -5.79494 1.59087 1.85390 0.1 0.9 -0.5
N -6.37002 -2.34642 0.56644 0.6 -0.1 -0.4
H -6.20806 -0.42958 -2.18899 -0.2 0.2 0.0
H -7.62257 -0.83086 -1.15664 0.1 0.3 0.1
H -6.87065 -2.02949 -2.17052 0.2 -0.3 0.3
H -4.75986 -1.94048 -0.71342 0.0 0.1 -0.1
H -4.76987 0.52744 -0.33762 0.1 0.2 0.1
H -4.57699 -0.44988 1.17694 1.0 -0.2 -0.7
H -4.72669 1.53528 2.07203 0.1 -0.1 0.0
H -6.32106 1.83953 2.77683 -0.3 -1.0 0.2
H -5.97684 2.51101 1.29109 0.3 -0.1 -0.5
H -5.74779 -2.38779 1.36511 -0.4 -0.3 0.4
H -7.20818 -1.84679 0.83596 0.0 -0.1 0.4
C 2.94401 -3.48074 -3.39522 -1.2 1.6 0.1
C 1.43852 -3.12107 -3.20549 0.8 -0.2 -0.2
O 0.82850 -4.14886 -2.48264 -0.8 -0.6 -0.2
H 3.12355 -4.16518 -4.22170 0.0 -0.3 0.4
H 3.24382 -3.80424 -2.39940 0.5 -0.4 -0.3
H 3.46322 -2.54637 -3.62148 0.3 -0.1 0.0
H 0.89709 -2.97966 -4.14213 0.1 -0.3 -0.2
H 1.31988 -2.15625 -2.70594 0.2 0.0 0.3
H 1.08051 -4.09994 -1.54895 0.0 0.2 0.4
C -1.04869 -0.88316 3.45493 0.2 -1.6 0.6
O -0.86432 -0.88564 4.66731 -0.4 0.9 0.5
N -0.09304 -1.30790 2.62352 1.9 -0.5 -1.1
N -2.17713 -0.65563 2.77386 -1.1 0.4 0.0
H -0.19765 -1.32774 1.61664 0.1 0.2 0.2
H 0.85724 -1.39856 2.94723 -0.2 -0.1 0.2
H -3.02553 -0.37496 3.23457 0.1 -0.2 -0.1
H -2.14956 -0.98204 1.82185 -0.7 0.5 -0.1
C 1.07638 2.26329 3.93491 3.1 3.6 -1.0
O 1.60398 3.39393 3.97392 -0.4 0.0 1.2
N 0.77475 1.52168 4.97351 -1.0 -1.9 2.1
N 1.00832 1.73180 2.72400 -1.2 -2.1 -0.3
H 0.93933 1.80145 5.92478 0.1 0.6 -0.4
H 0.41818 0.57296 4.88473 -0.1 0.2 -0.1
H 1.39790 2.25084 1.95954 -0.7 -0.1 -0.1
H 0.38263 0.94389 2.67628 0.3 0.0 -1.3
C 0.69338 0.26205 -5.30421 1.6 0.7 -2.4
O 0.84649 0.53956 -6.49720 -0.3 -0.3 -0.1
N 1.70960 -0.07162 -4.52492 1.5 -0.5 1.4
N -0.45193 0.27714 -4.68081 -3.4 0.3 0.5
H 1.50980 -0.07156 -3.53671 0.7 -0.3 0.1
H 2.62606 -0.15899 -4.92745 -0.1 0.2 0.3
H -1.23806 0.49416 -5.27188 0.0 0.1 0.3
H -0.55617 0.25758 -3.67833 0.0 -0.2 0.0
```
Forces are in eV/Å.

LUMO energy: 2.31 eV
charge: -1

Results of the Mulliken charge analysis, in e, for atoms 1 through 5: B -0.195; F 0.069; F -0.143; F -0.199; F 0.277


No. 3
Entry from the Open Molecules 2025 dataset: a 7-piece molecular cluster, C21H63O28P7 overall in a non-equilibrium geometry (the ωB97M-V functional and the def2-TZVPD basis).

Structure (XYZ):
```
119
Properties=species:S:1:pos:R:3:forces:R:3
C -3.40394 1.49737 -2.03994 0.6 -0.3 0.2
O -2.61677 1.79415 -3.20817 -0.4 -0.1 0.0
P -2.64813 3.27820 -3.74642 -0.6 -0.9 -0.3
O -2.16450 4.30997 -2.85606 0.6 0.8 0.4
O -4.18371 3.42546 -4.13807 -0.1 0.3 -0.3
C -4.77454 4.74441 -4.18690 0.6 -0.1 0.3
O -1.85813 3.10094 -5.09797 -0.1 0.3 -0.1
C -2.37083 2.15488 -6.03591 1.1 -1.0 -0.6
H -2.73615 1.65078 -1.19528 -0.3 0.0 0.2
H -3.68197 0.44655 -2.09913 0.0 0.0 0.0
H -4.30363 2.10377 -1.95693 0.1 0.1 -0.2
H -5.27151 4.88609 -5.14075 -0.3 -0.2 0.1
H -4.00241 5.50866 -4.09557 0.0 0.0 0.1
H -5.42796 4.81413 -3.32337 -0.3 0.2 -0.2
H -3.15121 2.54744 -6.68085 -0.2 0.1 0.3
H -2.62584 1.21375 -5.54737 -0.6 0.3 0.2
H -1.53335 1.85580 -6.67369 0.0 0.4 -0.1
C 2.84600 -0.56300 6.75378 -0.1 -0.4 -0.1
O 1.96858 -1.65636 6.39994 0.2 0.7 0.1
P 0.43070 -1.70134 6.75493 0.4 -0.6 -0.1
O 0.05372 -2.69447 7.74872 -0.3 -0.3 0.2
O -0.26939 -1.94591 5.37274 -0.4 0.0 -0.1
C -0.20488 -0.99240 4.29895 0.8 -0.8 -0.2
O 0.10958 -0.20593 7.10937 -0.1 0.8 0.2
C -1.24589 0.19592 7.31922 -0.2 0.3 0.8
H 2.28840 0.29215 7.12011 0.0 0.0 0.0
H 3.38416 -0.29314 5.84968 0.1 0.0 0.1
H 3.52055 -0.91410 7.53063 0.1 0.0 -0.1
H -1.02860 -1.26838 3.65884 -0.2 0.4 0.0
H 0.73029 -1.14823 3.75324 -0.1 0.0 0.0
H -0.20221 0.04672 4.61848 -0.5 0.0 0.2
H -1.42686 0.34257 8.38754 0.2 -0.2 0.0
H -1.96042 -0.54437 6.96461 0.0 0.1 -0.3
H -1.37984 1.17326 6.86146 -0.1 -0.2 -0.3
C -0.49903 -0.97507 -4.05077 -1.2 0.4 0.6
O -0.95419 -2.24432 -4.52802 0.6 -0.4 0.1
P -2.49218 -2.59185 -4.63059 0.2 0.4 -0.5
O -2.73899 -3.89122 -5.23814 0.1 -0.4 0.2
O -3.12148 -1.37594 -5.42008 -0.2 0.2 0.2
C -2.98669 -1.36924 -6.84382 0.2 -0.3 -0.3
O -3.06283 -2.29366 -3.19141 -0.6 0.0 0.1
C -2.77440 -3.24635 -2.17456 0.4 -1.3 0.0
H -1.08088 -0.65200 -3.17629 0.1 -0.3 0.0
H -0.73362 -0.22216 -4.80286 0.6 0.1 -0.1
H 0.53298 -1.04087 -3.73041 0.2 -0.1 -0.5
H -3.97997 -1.33480 -7.28498 0.0 0.3 0.0
H -2.51104 -2.27223 -7.23289 0.0 -0.1 0.3
H -2.35099 -0.52946 -7.12013 -0.3 0.2 -0.1
H -2.54973 -4.24285 -2.57703 0.2 0.3 -0.4
H -3.64176 -3.48867 -1.56247 -0.1 0.9 0.2
H -1.90322 -2.91678 -1.61465 -0.2 0.1 0.3
C 4.00776 -0.95358 -0.11935 -0.1 0.0 1.1
O 4.68908 -0.87481 -1.37832 -0.5 0.0 -0.2
P 6.17872 -1.36180 -1.41750 0.9 0.9 0.7
O 6.93725 -1.13507 -0.18700 -0.1 -0.2 0.4
O 6.17239 -2.83858 -1.92545 -0.1 -1.0 -0.4
C 5.53834 -3.87790 -1.17637 -0.3 -0.3 -0.3
O 6.78321 -0.61360 -2.65823 -0.5 0.1 -0.6
C 8.10206 -0.97814 -3.05583 0.5 -0.4 -0.1
H 4.48032 -1.66725 0.55768 0.1 0.0 -0.2
H 2.96788 -1.24844 -0.22810 0.0 0.1 -0.5
H 4.04036 -0.01000 0.42685 0.1 0.2 -0.4
H 6.26781 -4.63907 -0.91114 0.1 0.2 0.1
H 4.79038 -4.35009 -1.81511 0.0 0.1 0.0
H 5.03277 -3.49643 -0.29380 0.1 0.0 0.1
H 8.76769 -0.14190 -2.85444 0.0 0.0 -0.1
H 8.12537 -1.25430 -4.10975 -0.3 0.4 -0.1
H 8.46856 -1.86475 -2.53374 -0.1 0.2 0.3
C -2.37031 0.86397 2.03646 -0.9 0.9 0.5
O -1.02593 0.42202 1.99819 0.2 0.0 -0.1
P -0.53688 -0.50102 0.80720 0.6 0.2 0.4
O 0.82990 -0.97745 0.97800 0.4 -0.2 0.4
O -1.62256 -1.60803 0.65591 -0.5 -0.1 -0.2
C -1.56156 -2.87873 1.37425 -0.1 0.9 -0.3
O -0.73312 0.40365 -0.45860 -0.7 -0.2 -0.6
C 0.24822 1.41632 -0.69980 0.4 0.5 0.4
H -2.45245 1.56320 2.86793 0.1 -0.2 0.1
H -3.08201 0.06690 2.23086 0.2 -0.2 0.0
H -2.69769 1.44213 1.16695 0.4 -0.3 -0.3
H -1.63655 -3.59302 0.56454 -0.1 -0.5 0.4
H -2.40194 -2.86984 2.06273 -0.1 -0.3 -0.1
H -0.64348 -2.99014 1.94540 0.2 0.1 -0.2
H 0.88058 1.61750 0.17083 -0.1 -0.4 0.1
H -0.25891 2.36109 -0.89138 -0.1 -0.2 -0.5
H 0.89709 1.08074 -1.50302 -0.1 0.2 -0.2
C -5.88140 -1.53121 2.02333 -0.1 0.2 0.2
O -4.98310 -2.30812 2.82280 -0.1 -0.2 -0.4
P -4.59495 -1.89205 4.29596 0.7 -0.4 0.1
O -3.84603 -0.65579 4.44558 -0.3 0.9 0.0
O -5.93945 -1.95793 5.12643 0.0 0.3 0.1
C -7.00957 -2.81660 4.75003 -0.6 -0.1 -0.2
O -3.70672 -3.13043 4.68976 -0.5 -0.5 -0.3
C -3.78265 -3.79861 5.93797 0.2 0.3 1.4
H -6.74504 -2.14891 1.78535 0.1 0.0 -0.1
H -5.36964 -1.21761 1.11739 0.0 -0.1 0.0
H -6.23372 -0.64612 2.55826 0.1 0.0 0.0
H -6.65565 -3.73582 4.28438 0.0 0.0 0.1
H -7.68021 -2.31087 4.05126 0.2 0.1 -0.1
H -7.61414 -3.03753 5.62618 0.3 -0.1 0.2
H -2.80288 -3.75199 6.41607 0.1 -0.3 -0.3
H -4.14182 -4.82124 5.84937 0.2 0.0 -0.4
H -4.43269 -3.29522 6.66383 -0.2 0.1 -0.4
C 7.34101 2.72405 -2.39405 0.9 0.7 0.4
O 5.96785 3.03867 -2.16493 0.0 -0.5 -0.1
P 5.54714 4.51461 -1.83507 -0.3 0.5 -0.1
O 5.68298 5.53477 -2.87910 0.3 -0.2 0.0
O 4.05051 4.34891 -1.36051 -0.2 -0.3 0.3
C 3.03926 4.42737 -2.35263 -0.4 0.2 -1.1
O 6.32199 4.78194 -0.49357 0.1 0.0 0.2
C 6.20843 6.03740 0.19050 0.4 -0.2 0.2
H 7.61883 2.88418 -3.43329 -0.2 -0.2 -0.1
H 7.58501 1.72445 -2.05322 -0.5 -0.2 -0.2
H 7.96635 3.38944 -1.78931 0.0 0.0 -0.1
H 3.41340 4.23542 -3.36344 0.2 0.0 0.2
H 2.60221 5.42534 -2.40272 0.0 0.0 0.3
H 2.26352 3.69083 -2.18163 0.0 -0.1 0.5
H 5.73699 5.84957 1.15263 -0.2 0.1 -0.1
H 5.65943 6.77675 -0.38712 -0.1 0.0 -0.1
H 7.22105 6.39090 0.37593 0.0 0.1 -0.1
```
Forces are in eV/Å.

SMILES: COP(=O)(OC)OC.COP(=O)(OC)OC.COP(=O)(OC)OC.COP(=O)(OC)OC.COP(=O)(OC)OC.COP(=O)(OC)OC.COP(=O)(OC)OC
LUMO energy: 0.22 eV
energy relative to the best compared isomer or geometry (same formula, charge and spin): 0.8842 eV

Results of the Mulliken charge analysis, in e, for atoms 1 through 5: C -0.658; O 0.379; P 0.653; O -0.766; O -0.295


- Which of these has the lowest LUMO energy?
  C21H61NO10S9


- The lowest LUMO energy belongs to which entry?
  C21H61NO10S9